{
  "formula": "C17H64N12O15",
  "method": "ωB97M-V with the def2-TZVPD basis set",
  "energy_ha": -2471.66134,
  "charge": 0,
  "de_lowest_kj_mol": 20.02,
  "homo_lumo_gap_ev": 8.6,
  "elements": ["O", "O", "O", "O", "O", "O", "O", "O", "O", "O", "O", "O", "O", "O", "O", "N", "N", "N", "N", "N", "N", "N", "N", "N", "N", "N", "N", "C", "C", "C", "C", "C", "C", "C", "C", "C", "C", "C", "C", "C", "C", "C", "C", "C", "H", "H", "H", "H", "H", "H", "H", "H", "H", "H", "H", "H", "H", "H", "H", "H", "H", "H", "H", "H", "H", "H", "H", "H", "H", "H", "H", "H", "H", "H", "H", "H", "H", "H", "H", "H", "H", "H", "H", "H", "H", "H", "H", "H", "H", "H", "H", "H", "H", "H", "H", "H", "H", "H", "H", "H", "H", "H", "H", "H", "H", "H", "H", "H"],
  "positions_angstrom": [[-9.44900, -2.26900, 1.73400], [-12.30600, -5.61600, 1.01300], [-11.53600, -1.24200, -2.04500], [-10.26500, -4.38000, -2.14900], [-15.55400, -7.71300, -1.42800], [-15.19900, -6.50300, -3.81500], [-13.62800, -1.00500, -3.97100], [-18.25200, -5.82500, -3.67300], [-12.28900, -7.52800, -5.08800], [-18.14600, 0.24700, -2.25200], [-18.00500, -5.39400, -0.85600], [-13.11800, -3.35700, -0.19700], [-13.35400, -4.09200, -4.91400], [-15.37400, -4.17100, 2.06900], [-18.73000, -1.22200, 2.21100], [-16.70500, -6.49200, 0.73700], [-12.59300, -0.76400, 0.02400], [-11.53800, -2.57800, -4.69500], [-7.96100, -4.11500, -2.07400], [-15.73300, -1.98300, -4.45200], [-11.61700, 0.90000, -0.98000], [-11.11300, -4.70100, -5.08800], [-16.09100, -7.72200, -5.51700], [-9.15300, -2.32100, -2.09300], [-14.54200, -6.21800, -6.01900], [-15.66600, -0.01800, -3.45400], [-18.35900, -5.34900, 1.51400], [-17.55500, -2.11700, 2.15700], [-15.27800, -6.82900, -5.12400], [-13.55100, -3.62200, -1.48300], [-17.70400, -5.74300, 0.44000], [-17.94100, -1.92200, -1.60500], [-11.99500, -3.77100, -4.96100], [-10.46200, -3.11300, 1.19400], [-11.93400, -0.32400, -1.05800], [-15.04400, -4.17500, -1.59700], [-14.49800, -3.06800, 2.33400], [-12.34400, -7.39800, -3.71200], [-9.15500, -3.62100, -2.06000], [-11.73500, -6.21100, -0.12200], [-14.41200, -7.89600, -0.71600], [-15.01300, -0.97700, -3.94400], [-17.83700, -4.75900, -4.57700], [-18.51600, -0.59600, -1.20500], [-12.15900, -1.96100, -4.10000], [-10.12500, -4.52300, -5.11300], [-15.34700, -4.25400, -2.63700], [-13.97800, -7.03900, -0.19800], [-16.76500, -2.03000, -4.59200], [-11.32200, -2.88300, 1.78300], [-13.69400, -8.17700, -1.44100], [-11.50200, -7.95000, -3.22300], [-8.41800, -1.87300, -1.51200], [-15.75400, -3.55000, -1.07700], [-19.21500, -4.83200, 1.41300], [-18.16600, -0.18500, -0.22300], [-10.53200, -2.41800, -4.80800], [-10.56000, -2.98700, 0.07400], [-15.79000, -4.19600, 1.19000], [-11.90400, -6.09900, 1.77100], [-17.90700, -5.55200, 2.41400], [-14.65700, -2.20500, 1.69000], [-13.42600, -2.72500, -2.00800], [-16.20300, -6.89300, -0.05300], [-13.23500, -7.94100, -3.40700], [-7.79100, -5.13800, -2.07500], [-18.71500, -4.32900, -4.98600], [-14.05100, -5.37900, -5.62400], [-16.38200, -7.70200, -6.44500], [-18.20600, -2.14300, -2.64600], [-17.28800, -2.22400, 1.10600], [-16.70100, -1.60100, 2.62600], [-11.90200, 1.54000, -0.23000], [-15.13500, -2.78100, -4.64300], [-11.08800, 1.35700, -1.75400], [-17.54800, -5.89800, -3.06100], [-16.88800, -1.79800, -1.68100], [-17.81000, -3.08600, 2.65600], [-19.17600, -1.36200, 3.06200], [-12.78300, -4.19400, 0.20100], [-7.02900, -3.57200, -1.92600], [-16.32100, -6.71000, 1.64800], [-13.17800, -7.37600, -5.44100], [-14.57200, -8.75200, -0.03600], [-16.66300, -0.13200, -3.11900], [-12.87100, -4.29500, -1.99000], [-14.55200, -2.73000, 3.39300], [-9.72400, -1.37100, 1.54400], [-15.03000, 0.77100, -3.11800], [-18.24400, -2.77200, -0.90000], [-12.88000, -0.15700, 0.80800], [-10.13000, -1.94000, -2.04600], [-11.63500, -7.29200, -0.05200], [-17.54000, -3.99600, -3.90000], [-11.40700, -5.66700, -4.99500], [-18.96600, 0.37400, -2.73900], [-12.25300, -6.11500, -1.08900], [-19.59200, -0.62300, -1.06400], [-16.82400, -7.99000, -4.81600], [-12.38400, -6.38700, -3.31900], [-10.69300, -5.89500, -0.31200], [-10.25800, -4.13500, 1.30900], [-17.17400, -4.85500, -5.40700], [-13.41100, -3.22700, 2.26600], [-15.14200, -5.14200, -1.11200], [-14.40200, -6.32900, -6.98400], [-15.24600, -7.26000, -2.21000], [-12.78000, -1.77500, -0.00800]],
  "atomic_forces_ev_per_a": [[0.83, -0.30, -0.10], [0.13, -0.93, 0.95], [-2.04, 5.10, 4.52], [4.69, 2.86, 0.35], [-1.74, 0.39, 0.00], [-0.10, -1.10, -4.91], [-6.40, 0.61, 0.22], [-0.41, 0.32, -3.05], [0.87, 0.10, -1.28], [-0.77, 1.77, -0.87], [0.99, -1.43, 6.12], [0.27, -1.12, 1.47], [5.19, 1.40, -0.28], [0.50, 0.24, 0.61], [0.63, -0.79, 0.14], [3.66, -2.53, -0.46], [-0.50, -0.43, 0.17], [-0.17, 2.36, 0.32], [6.58, -3.19, 0.63], [-0.27, -1.47, -0.64], [2.50, 6.32, -1.95], [1.47, -3.31, -1.29], [-4.06, -3.86, 1.47], [-0.72, 3.26, 1.01], [1.70, 2.45, 0.82], [-1.46, 5.48, 3.00], [-1.31, 0.91, 1.70], [-1.03, 0.83, 0.79], [1.34, 3.32, 6.38], [-2.02, -1.49, -1.33], [-2.27, 2.25, -6.48], [-1.06, -1.49, 1.26], [-6.39, -0.44, 1.61], [0.15, 1.52, -1.46], [0.61, -7.85, -2.41], [1.76, 0.50, 0.51], [0.46, 0.51, 0.53], [-0.05, -1.69, 1.76], [-5.97, -3.69, -0.94], [2.02, -1.30, -1.72], [1.35, -1.58, 1.19], [7.25, -3.33, -1.87], [-1.57, -0.09, 2.11], [0.04, -0.68, 1.67], [0.62, -0.29, -1.20], [-0.12, 0.12, 0.36], [0.11, -0.13, -0.05], [-0.61, 0.23, 0.32], [1.72, 0.31, 0.43], [-1.22, -0.10, -0.26], [1.47, -0.65, -0.29], [-0.27, 0.56, -0.61], [-0.97, -0.26, -0.86], [-0.15, 0.53, 0.15], [0.16, 0.08, 0.24], [0.19, -0.47, -0.83], [-0.91, 0.00, 0.62], [-0.40, 0.16, 1.31], [0.82, 0.51, 0.18], [-0.66, 0.85, -0.61], [-0.96, 0.44, -0.66], [-0.39, -0.04, -0.08], [-0.25, 1.42, -1.01], [-0.27, 0.12, -0.18], [-0.13, 0.21, 0.56], [-0.67, 1.25, 0.10], [-1.31, 0.04, -0.60], [0.37, 0.05, 0.07], [-0.53, -0.18, -1.65], [-0.57, -0.23, 0.34], [-0.28, -0.34, 0.05], [-0.37, -0.43, 0.16], [0.08, -0.87, -0.61], [-0.25, -0.32, -0.31], [-0.81, -0.83, 0.98], [1.11, -0.29, 1.44], [1.12, -0.22, 0.44], [0.60, 0.87, -0.64], [0.34, 0.07, -0.44], [-0.41, 1.05, 0.08], [-2.88, -1.03, -0.50], [-0.57, 0.37, -0.12], [0.47, 0.20, 0.08], [0.30, 0.43, 0.06], [1.53, 0.69, -0.45], [0.14, -0.36, -0.10], [-0.85, -0.37, -0.49], [0.00, 0.11, -0.02], [-1.74, -1.55, -0.46], [0.63, 0.94, -1.23], [0.31, -0.71, -1.04], [0.58, 0.48, 0.17], [-0.30, -0.38, 0.54], [1.09, 0.94, 0.30], [0.04, 0.14, -0.57], [0.32, 0.39, -0.38], [-0.28, 0.82, 0.79], [-0.33, -0.08, -0.25], [1.12, 0.33, -1.02], [-0.04, 0.35, -0.15], [-0.50, 0.43, 0.12], [0.87, -1.32, 0.60], [1.01, -1.06, -0.26], [-0.39, -0.93, -0.52], [0.14, -0.29, -0.15], [-0.61, -0.78, -1.17], [-0.73, 0.67, -1.44], [-0.25, -0.10, 0.52]]
}